346
Properties=species:S:1:pos:R:3:forces:R:3 method="wB97M-V/def2-TZVPD" energy_ha=-5777.3833 spin_multiplicity=1 e_lumo_ev=-0.02 de_lowest_kcal_mol=54.8 gap_ev=8.28
C -5.522 -1.772 2.396 1.15 -1.48 -1.15
O -5.333 -0.772 3.035 -0.75 1.32 -0.19
N -6.188 -1.852 1.125 -0.05 2.65 2.14
N -4.945 -2.957 2.829 -0.77 -0.58 -0.20
H -5.862 -2.456 0.383 0.16 0.22 0.25
H -6.415 -0.837 0.918 0.29 -2.09 -0.34
H -4.616 -2.948 3.806 -0.47 0.03 -0.91
H -5.525 -3.743 2.547 0.53 -0.22 0.41
C 2.805 -0.742 4.718 -0.52 -0.89 1.31
O 3.288 -0.932 5.862 -0.62 0.90 -2.67
N 1.743 -1.539 4.265 0.84 0.31 0.10
N 3.153 0.197 3.771 -0.02 -0.78 0.71
H 1.454 -2.303 4.848 -0.04 0.13 0.11
H 1.132 -1.198 3.540 -0.01 -0.03 -0.02
H 2.831 0.070 2.813 0.09 0.39 0.51
H 3.699 0.993 4.064 0.11 -0.08 -0.07
C 2.336 6.821 -3.301 0.10 -1.88 0.57
C 1.111 6.022 -2.848 -0.64 -0.24 -1.29
C 0.644 6.530 -1.485 0.92 -0.43 0.26
C -0.679 5.825 -1.050 2.33 -0.17 -0.54
C -1.651 6.128 -2.136 -1.94 1.35 -0.25
C -1.324 5.797 -3.589 0.99 -1.66 1.30
N 0.031 6.311 -3.825 -0.66 0.88 0.00
O 0.426 6.049 -5.145 0.11 -0.40 -0.36
C -1.467 4.265 -3.798 -0.66 0.85 -1.18
C -2.349 6.423 -4.487 0.01 0.96 -0.27
C 1.520 4.568 -2.855 2.09 -0.16 1.02
H 3.091 6.699 -2.516 0.12 0.24 -0.27
H 2.089 7.821 -3.466 -0.34 1.70 -0.09
H 2.680 6.394 -4.235 0.31 0.06 -0.09
H 1.539 6.401 -0.789 -1.32 0.16 -0.54
H 0.531 7.591 -1.727 -0.38 0.15 0.79
H -1.019 6.172 -0.070 -0.02 -0.22 -0.14
H -0.415 4.739 -1.030 -0.56 0.61 0.40
H -1.820 7.226 -2.179 0.11 -0.36 0.41
H -2.639 5.712 -1.896 0.19 0.01 -0.21
H -1.236 3.984 -4.843 -0.04 0.08 0.52
H -0.929 3.645 -3.128 0.44 -0.51 0.58
H -2.528 4.086 -3.670 -0.24 -0.40 0.02
H -2.362 7.504 -4.364 0.47 0.24 -0.35
H -2.142 6.133 -5.516 -0.25 0.26 -0.09
H -3.363 6.170 -4.203 -0.17 -0.69 0.05
H 2.043 4.273 -3.776 -0.51 0.12 -0.07
H 0.802 3.831 -2.562 -0.42 -0.25 0.04
H 2.324 4.548 -2.087 -0.27 -0.40 -0.25
H 0.261 5.103 -5.326 0.20 0.22 0.15
C 5.702 -5.938 -1.452 -1.35 -0.29 -1.69
C 5.644 -4.436 -1.357 -1.42 -0.69 0.50
C 5.363 -3.989 0.105 0.22 -0.06 -0.89
C 6.578 -3.978 0.980 1.09 0.42 -0.24
C 7.766 -3.253 0.290 -1.88 -0.96 -0.59
C 8.048 -3.791 -1.085 1.63 -0.60 -0.63
N 6.817 -3.790 -1.849 1.00 1.57 -0.73
O 7.158 -4.215 -3.189 -2.12 1.01 -0.78
C 9.075 -2.791 -1.740 -1.18 -1.50 0.26
C 8.762 -5.178 -1.018 0.81 1.10 1.00
C 4.460 -4.031 -2.226 0.40 1.33 -1.48
H 5.855 -6.283 -2.481 -0.06 0.48 -0.18
H 4.713 -6.343 -1.215 0.41 -0.27 0.64
H 6.538 -6.333 -0.988 1.13 -1.08 1.73
H 4.907 -2.993 0.141 -0.02 -0.11 -0.29
H 4.683 -4.697 0.558 -0.59 -0.11 -0.15
H 6.901 -5.016 1.213 -0.25 0.63 0.16
H 6.223 -3.444 1.859 0.65 -0.26 0.51
H 8.655 -3.335 0.829 1.40 -0.02 1.15
H 7.613 -2.242 0.008 -0.76 1.39 0.83
H 9.911 -2.718 -1.089 0.83 0.07 0.62
H 9.392 -3.233 -2.658 0.34 -0.04 -0.79
H 8.686 -1.810 -1.908 -0.55 0.56 -0.13
H 8.679 -5.730 -1.897 -0.76 -1.03 -1.58
H 9.851 -5.093 -0.950 -0.02 0.53 0.31
H 8.483 -5.769 -0.159 -0.37 -0.25 0.18
H 4.670 -4.403 -3.280 -0.99 -0.04 1.27
H 4.476 -2.928 -2.348 -0.13 -0.37 0.27
H 3.474 -4.287 -1.801 0.52 -0.35 -0.43
H 6.457 -3.718 -3.738 1.87 -1.04 1.10
C -5.724 5.631 -1.176 -0.04 -0.08 1.35
C -5.561 4.200 -0.633 -0.05 -1.10 0.72
C -6.398 3.836 0.643 0.68 -0.88 -0.19
C -6.281 2.332 1.069 -1.35 0.82 -2.90
C -6.807 1.565 -0.167 1.28 0.95 -0.21
C -6.095 1.877 -1.503 -0.77 -0.56 -0.54
N -6.116 3.315 -1.745 1.47 1.04 0.78
O -5.187 3.600 -2.826 -0.53 -0.48 -0.36
C -4.715 1.218 -1.558 -0.09 0.27 1.11
C -6.883 1.175 -2.669 0.30 2.92 -0.04
C -4.065 3.976 -0.202 -0.57 1.67 0.01
H -4.944 5.721 -1.937 -0.59 0.33 -0.24
H -5.382 6.300 -0.345 -0.76 -0.14 -0.69
H -6.788 5.828 -1.529 1.51 -0.06 0.40
H -6.161 4.355 1.561 0.27 1.04 -0.20
H -7.421 4.025 0.357 -0.62 0.07 0.28
H -6.859 2.179 1.941 -1.05 -0.26 0.79
H -5.337 1.957 1.345 1.57 0.00 0.16
H -7.846 1.687 -0.316 -1.29 0.40 0.04
H -6.631 0.536 -0.158 0.04 -1.87 0.63
H -4.266 1.219 -0.573 0.51 0.44 0.23
H -4.797 0.160 -1.733 -0.20 -0.51 -0.63
H -4.099 1.707 -2.293 0.39 -0.05 -0.18
H -7.930 1.579 -2.790 1.03 -0.57 0.25
H -6.274 1.499 -3.555 -0.78 -0.92 0.37
H -6.833 0.140 -2.441 -0.26 -1.04 -0.39
H -3.320 4.071 -1.024 -0.61 -0.24 0.63
H -3.981 3.037 0.325 0.36 -0.01 -0.03
H -3.916 4.824 0.555 0.22 -1.22 -1.01
H -5.744 4.093 -3.435 0.02 0.01 -0.18
C -0.873 -6.724 -3.064 -1.57 -1.33 1.54
C -0.084 -7.160 -4.234 0.86 0.42 -1.53
C -1.051 -7.643 -5.320 0.06 -0.12 -0.17
C -0.409 -7.761 -6.709 -0.66 -1.30 0.51
C 0.183 -6.442 -7.072 1.77 1.28 -1.31
C 1.299 -6.001 -6.100 -1.92 0.64 1.66
N 0.585 -5.932 -4.755 0.04 -0.65 -1.46
O 1.535 -5.495 -3.826 -0.01 1.13 1.46
C 2.537 -6.870 -6.224 -1.21 -1.56 -0.65
C 1.698 -4.552 -6.349 -0.26 -0.95 0.66
C 0.906 -8.239 -3.806 0.10 2.29 2.30
H -1.488 -5.816 -3.193 0.55 -0.27 -0.06
H -0.209 -6.695 -2.195 -0.27 0.42 -0.02
H -1.588 -7.586 -2.872 0.56 0.96 0.10
H -1.522 -8.573 -4.991 0.29 -0.18 -0.06
H -1.859 -6.942 -5.322 -0.66 0.73 -0.30
H -1.146 -8.117 -7.470 0.52 0.24 0.59
H 0.333 -8.564 -6.550 -0.06 0.33 -0.73
H -0.587 -5.664 -7.082 -0.03 -0.08 0.10
H 0.694 -6.354 -8.084 -0.83 -0.63 0.79
H 2.231 -7.939 -6.388 0.44 0.92 0.17
H 2.994 -6.563 -7.169 0.60 -0.02 0.39
H 3.155 -6.850 -5.341 0.50 0.35 0.02
H 1.985 -4.550 -7.346 0.67 0.55 -2.10
H 0.893 -3.856 -6.199 -0.42 0.21 0.18
H 2.550 -4.298 -5.750 0.37 0.28 0.38
H 0.357 -8.948 -3.207 0.05 -0.80 -0.17
H 1.617 -7.716 -3.077 -0.68 -0.85 -1.04
H 1.450 -8.586 -4.629 0.67 -1.08 -0.87
H 1.118 -4.699 -3.413 0.57 -0.90 -0.52
C -0.432 1.627 -6.153 1.50 -1.95 -1.53
C -0.684 0.095 -6.154 -2.09 1.38 -0.62
C -0.978 -0.304 -4.712 0.45 -1.38 -0.79
C -1.500 -1.734 -4.545 0.06 0.35 -0.84
C -2.779 -1.818 -5.406 -0.39 0.10 0.22
C -2.663 -1.451 -6.909 0.95 2.13 0.21
N -1.991 -0.057 -7.025 0.39 -1.61 2.46
O -1.733 0.184 -8.394 -0.29 0.37 -0.26
C -1.914 -2.562 -7.625 0.25 0.16 0.49
C -4.059 -1.229 -7.503 -0.02 -1.09 0.47
C 0.480 -0.583 -6.788 0.32 0.67 -0.37
H 0.605 1.747 -5.826 -0.07 0.39 0.19
H -1.098 2.151 -5.525 -0.86 0.56 0.34
H -0.456 1.870 -7.226 -0.19 0.65 0.50
H -0.065 -0.123 -4.170 0.50 -0.01 0.41
H -1.716 0.332 -4.315 -1.03 1.10 0.49
H -1.811 -1.892 -3.492 0.47 -0.23 -0.49
H -0.723 -2.464 -4.886 -0.66 0.30 0.54
H -3.517 -1.115 -4.947 0.29 -0.64 -0.25
H -3.148 -2.861 -5.350 -0.23 0.52 -0.04
H -2.550 -3.414 -7.723 -0.64 -0.71 -0.03
H -1.614 -2.290 -8.618 0.33 0.29 -0.43
H -1.058 -2.894 -7.029 -0.07 0.07 -0.29
H -4.516 -2.180 -7.192 -0.79 0.35 -0.52
H -4.618 -0.375 -7.094 0.41 -0.32 0.21
H -4.074 -1.137 -8.592 0.18 -0.24 0.11
H 1.427 -0.243 -6.378 0.12 -0.08 0.23
H 0.447 -0.269 -7.814 0.31 0.03 -0.70
H 0.426 -1.637 -6.786 0.10 -1.11 0.20
H -2.524 0.695 -8.660 0.76 -0.24 0.16
C -3.115 0.030 5.602 -1.27 -0.01 0.44
C -4.139 -0.178 6.732 0.08 -1.18 0.66
C -4.204 -1.690 7.033 -1.39 -0.73 -0.60
C -5.061 -2.012 8.261 2.22 -0.18 0.51
C -4.374 -1.258 9.409 1.05 -1.93 0.91
C -4.064 0.227 9.318 0.64 -0.46 -1.37
N -3.497 0.473 7.921 -0.98 -2.08 0.96
O -3.558 1.835 7.715 0.90 1.57 -0.30
C -5.275 1.125 9.584 0.79 1.14 -1.13
C -2.878 0.447 10.322 0.87 2.98 -1.61
C -5.520 0.370 6.333 -0.01 0.27 -1.00
H -3.445 -0.410 4.668 -0.03 -0.43 -0.08
H -2.173 -0.369 5.965 0.29 0.30 -0.31
H -3.160 1.089 5.422 0.82 0.64 -0.18
H -4.649 -2.233 6.159 0.44 0.57 0.33
H -3.222 -2.117 7.206 0.36 0.16 -0.09
H -5.021 -3.100 8.521 -0.04 0.76 -0.34
H -6.067 -1.760 8.117 -1.56 0.52 -0.18
H -3.332 -1.731 9.479 -1.43 0.27 -0.10
H -4.863 -1.536 10.368 0.26 0.55 -0.35
H -5.940 0.667 10.271 -0.31 -0.05 1.34
H -4.874 2.134 9.825 -0.72 -0.65 0.42
H -5.921 1.293 8.709 0.58 -0.21 0.01
H -2.203 1.409 10.004 -1.81 -2.08 0.62
H -3.303 0.721 11.284 0.31 -0.46 0.34
H -2.158 -0.383 10.295 -0.52 0.21 0.38
H -5.839 -0.098 5.385 0.38 0.16 0.19
H -5.411 1.447 6.132 -0.20 -0.28 0.14
H -6.376 0.217 6.992 0.44 -0.05 0.38
H -2.621 1.994 7.561 -0.11 0.76 -0.08
C -4.940 5.597 5.310 -1.32 0.23 0.99
C -3.767 6.273 5.995 0.11 0.10 -0.82
C -2.981 5.282 6.819 1.01 0.64 -0.29
C -2.011 4.471 5.969 1.22 -0.98 0.59
C -0.998 5.337 5.181 -1.25 -1.28 -0.82
C -1.802 6.176 4.161 0.00 -0.80 0.68
N -2.821 6.900 4.982 -0.34 1.42 -0.75
O -3.688 7.687 4.071 0.47 -1.82 0.29
C -0.757 7.110 3.499 -1.64 0.56 -0.48
C -2.436 5.194 3.086 0.52 -0.47 1.71
C -4.268 7.412 6.903 0.67 0.45 -0.50
H -4.633 4.699 4.770 -0.41 -0.16 0.43
H -5.392 6.274 4.598 0.01 0.14 -0.29
H -5.757 5.458 6.100 1.15 -0.49 -1.09
H -2.431 5.884 7.528 0.72 0.20 0.25
H -3.626 4.719 7.468 -0.51 -0.71 -0.14
H -2.499 3.760 5.330 -0.62 -0.10 -0.54
H -1.432 3.783 6.598 0.05 0.22 0.34
H -0.312 4.763 4.490 -0.46 0.10 1.28
H -0.434 5.867 5.943 0.22 0.63 -0.40
H -0.360 7.826 4.212 -0.01 0.07 0.24
H 0.086 6.550 3.083 -0.29 -0.12 -0.05
H -1.278 7.679 2.699 0.58 -0.23 0.25
H -3.014 5.738 2.362 0.03 0.22 -0.51
H -1.657 4.523 2.670 -0.23 0.71 -0.26
H -3.119 4.480 3.592 0.30 0.61 -0.38
H -3.360 7.900 7.322 -0.62 0.40 -0.79
H -4.741 7.091 7.822 -0.60 -0.63 -0.10
H -4.972 8.049 6.307 0.85 -0.13 0.81
H -3.394 8.572 4.197 0.48 1.10 0.28
C -1.086 -5.757 0.496 -0.12 -1.81 -0.45
C -1.057 -7.108 1.290 -0.13 1.53 0.15
C -1.143 -6.579 2.752 0.65 -0.36 -0.01
C -2.527 -6.160 3.220 0.48 -1.44 0.94
C -3.504 -7.335 3.083 0.44 -0.16 0.72
C -3.606 -7.764 1.604 1.52 1.00 1.13
N -2.208 -8.001 1.160 -0.05 -1.59 -1.85
O -2.264 -8.556 -0.218 0.03 1.29 0.81
C -4.363 -9.042 1.505 -1.07 -0.04 0.75
C -4.305 -6.698 0.800 -0.30 0.22 0.16
C 0.247 -7.868 0.931 -0.79 -0.29 0.70
H -0.203 -5.201 0.793 -0.02 0.26 -0.06
H -1.032 -5.966 -0.586 -0.41 0.53 0.46
H -1.998 -5.302 0.853 0.03 0.80 -0.65
H -0.834 -7.378 3.385 0.33 -0.83 0.75
H -0.431 -5.763 2.952 -0.09 -0.21 -0.44
H -2.407 -5.774 4.240 -0.29 -0.34 0.01
H -2.884 -5.355 2.671 -0.66 1.68 -1.07
H -4.501 -7.098 3.472 0.06 0.13 -0.20
H -3.144 -8.179 3.724 -0.16 0.45 -0.68
H -5.418 -8.901 1.852 0.83 -0.15 -0.23
H -3.881 -9.801 2.091 0.17 -0.44 0.41
H -4.355 -9.367 0.501 -0.26 -0.47 -1.14
H -5.351 -6.773 1.096 -0.18 0.46 -0.21
H -4.233 -6.975 -0.245 -0.15 0.29 -0.35
H -3.904 -5.690 0.983 -0.37 -0.37 -0.25
H 1.067 -7.184 1.090 0.40 0.19 -0.01
H 0.366 -8.714 1.629 0.01 0.18 -0.39
H 0.278 -8.239 -0.112 -0.25 0.28 0.61
H -2.513 -7.806 -0.810 0.31 -0.56 0.55
C 3.049 5.006 4.872 0.56 1.33 0.14
C 3.771 4.500 3.614 -1.61 -0.85 -0.08
C 4.097 5.655 2.657 1.10 0.41 1.52
C 5.207 5.278 1.702 -0.61 -0.27 -1.09
C 6.386 4.662 2.445 -0.03 -1.23 -1.16
C 6.058 3.359 3.234 -1.79 1.44 -0.55
N 4.925 3.734 4.088 0.86 0.97 0.03
O 4.481 2.634 4.838 -0.11 -0.31 0.22
C 5.818 2.230 2.283 -1.23 -1.58 -1.36
C 7.220 3.045 4.055 1.61 1.96 1.14
C 2.777 3.572 2.878 0.25 1.46 -2.82
H 2.340 4.320 5.299 -0.22 -0.52 0.08
H 2.515 5.969 4.721 0.25 -0.55 -0.20
H 3.841 5.206 5.600 -0.23 0.11 0.18
H 3.155 5.992 2.277 -0.57 -0.20 -1.00
H 4.414 6.599 3.163 0.18 -0.84 0.35
H 5.446 6.179 1.126 0.51 -0.16 0.14
H 4.879 4.557 0.918 -0.02 0.35 0.55
H 6.848 5.329 3.130 0.37 0.88 0.57
H 7.135 4.336 1.701 -0.07 0.39 0.26
H 5.135 2.581 1.487 0.18 -0.42 0.26
H 6.729 1.877 1.748 -0.41 0.33 0.59
H 5.333 1.326 2.759 0.65 1.00 -0.39
H 7.983 3.005 3.317 1.30 -0.42 -0.36
H 7.484 3.944 4.682 -0.30 -1.07 -0.16
H 7.217 2.140 4.611 -0.28 -0.72 0.52
H 1.819 4.107 2.728 0.24 -0.27 0.31
H 2.614 2.644 3.344 -0.26 -0.99 0.74
H 3.127 3.374 1.806 -0.32 0.10 1.36
H 4.657 2.885 5.752 -0.01 -0.18 0.00
C 1.391 -2.096 0.569 0.78 1.14 -1.41
C 0.251 -1.106 0.256 0.65 -0.15 -0.69
C -0.997 -1.941 0.504 -1.10 2.29 -0.92
C -2.228 -1.016 0.560 -0.01 -0.70 -2.78
C -2.064 -0.016 1.612 -0.86 0.85 0.84
C -0.805 0.869 1.525 -0.19 -1.22 -0.53
N 0.314 -0.056 1.262 0.17 -0.09 0.98
O 1.520 0.667 1.175 0.35 -0.13 0.12
C -0.992 1.878 0.350 0.62 -1.70 1.30
C -0.530 1.462 2.915 0.04 0.15 -0.67
C 0.354 -0.569 -1.194 -0.63 -0.74 -0.29
H 2.372 -1.624 0.319 -0.47 -0.27 1.03
H 1.378 -2.917 -0.133 -0.43 -0.51 -0.21
H 1.225 -2.473 1.572 0.70 0.08 0.19
H -1.182 -2.567 -0.355 0.45 -0.96 0.13
H -0.793 -2.396 1.456 -0.56 -0.84 0.31
H -3.139 -1.614 0.655 0.00 0.07 0.44
H -2.396 -0.507 -0.449 0.48 -0.67 0.89
H -2.121 -0.644 2.507 0.25 0.76 0.63
H -2.937 0.651 1.563 0.11 -0.02 0.55
H -1.609 1.409 -0.400 0.07 0.30 -0.52
H -1.449 2.699 0.763 -1.73 2.05 0.78
H -0.066 2.305 0.020 0.71 -0.22 -0.68
H -1.383 2.035 3.293 0.09 0.20 -0.25
H -0.399 0.626 3.624 0.32 0.44 -0.29
H 0.368 2.089 2.789 -0.33 -0.20 0.71
H -0.465 0.070 -1.538 0.09 0.07 0.45
H 0.286 -1.419 -1.873 0.21 -0.25 -0.06
H 1.288 -0.080 -1.438 0.36 0.19 0.19
H 1.559 1.123 0.322 -0.13 0.04 -0.19
C 3.533 -0.209 -3.817 -0.48 2.16 -0.48
C 4.990 0.295 -3.458 -2.31 0.57 0.30
C 5.909 -0.434 -4.412 0.42 -1.07 -0.59
C 7.360 0.029 -4.215 -1.47 0.85 0.67
C 7.258 1.493 -4.691 1.70 0.24 1.61
C 6.409 2.433 -3.773 -0.28 -1.89 -1.53
N 5.074 1.760 -3.801 -0.96 0.29 0.75
O 4.245 2.506 -2.827 0.13 -0.55 -0.65
C 7.031 2.523 -2.366 -0.45 0.07 -0.11
C 6.215 3.784 -4.498 2.05 -0.20 0.23
C 5.180 0.018 -1.940 0.60 -0.46 -1.17
H 2.717 0.441 -3.425 0.76 -0.13 0.30
H 3.308 -1.177 -3.436 0.18 -0.99 0.27
H 3.289 -0.164 -4.894 0.66 -0.30 0.19
H 5.691 -1.522 -4.401 0.40 0.31 0.63
H 5.597 -0.194 -5.455 0.20 0.18 0.65
H 8.084 -0.390 -4.857 0.60 -1.11 -0.79
H 7.731 -0.121 -3.173 -0.43 0.28 -0.73
H 6.881 1.429 -5.689 -0.38 0.40 -0.66
H 8.308 1.832 -4.753 -0.45 0.53 0.04
H 7.692 3.374 -2.342 0.19 0.45 0.17
H 6.165 2.683 -1.702 0.74 0.07 0.15
H 7.639 1.646 -2.040 -0.67 0.60 -0.43
H 7.259 4.081 -4.820 -1.16 0.05 0.24
H 5.570 3.760 -5.376 0.05 -0.45 0.08
H 5.839 4.531 -3.826 -0.19 0.46 0.40
H 4.314 0.275 -1.340 -0.11 0.13 -0.11
H 6.051 0.550 -1.588 0.02 -0.07 0.36
H 5.382 -1.048 -1.868 0.01 -0.19 0.35
H 3.474 2.816 -3.333 0.54 -0.25 0.05